Formula: C12H28BN2O2
Source: OMol25
Level of theory: the ωB97M-V functional and the def2-TZVPD basis

```
45
C12H28BN2O2 | OMol25 | the ωB97M-V functional and the def2-TZVPD basis
O 2.52 -1.81 2.41
O -1.98 -2.06 -1.89
N -0.06 1.49 1.89
N 1.07 0.77 -0.20
C -0.63 3.28 -1.06
C -0.14 1.10 -2.50
C -1.16 -0.12 -0.39
C -1.43 3.03 -3.41
C 0.04 0.30 -1.22
C -0.51 -0.66 0.90
C 3.73 -2.86 4.17
C 0.57 0.38 1.15
C -3.78 -0.45 -1.04
C -0.31 2.64 -2.43
C 2.84 -2.85 2.96
C 2.34 -4.18 2.46
B -2.29 -0.94 -1.14
H 4.63 -3.44 3.96
H 0.05 4.11 -0.87
H 3.19 -4.81 2.19
H 1.33 -0.01 1.82
H 1.89 0.18 -0.31
H 3.21 -3.31 5.02
H -1.41 4.10 -3.62
H -1.36 2.48 -4.34
H 1.35 1.75 -0.22
H -0.65 2.62 -0.21
H -0.14 -1.68 0.85
H -1.65 0.81 -0.09
H 0.58 3.12 -2.82
H -0.97 0.67 -3.04
H -3.97 0.28 -1.83
H -1.28 -0.67 1.66
H 0.44 2.36 1.71
H -2.36 -2.00 -2.78
H 4.01 -1.84 4.43
H -4.49 -1.26 -1.12
H -1.61 3.74 -1.10
H 1.77 -4.68 3.24
H 0.47 -0.64 -1.56
H 0.73 0.90 -3.11
H 0.01 1.29 2.88
H -3.90 0.06 -0.09
H 1.71 -4.04 1.59
H -2.37 2.82 -2.92
```

LUMO   -0.0965 hartree
Net charge   +1
Total energy   -20644.896 eV
HOMO-LUMO gap   9.9731 eV

Quick look at the Mulliken charges, all values in e:
1 O -0.5135
2 O -0.6234
3 N -0.5737
4 N 0.1382
5 C -1.5571
6 C -1.4265
7 C 0.7150
8 C -1.8075
9 C -0.7376
10 C -1.3342
11 C -1.1372
12 C -0.1123
13 C -0.9869
14 C 0.8724
15 C 0.7795
16 C -1.0780
17 B 0.4428
18 H 0.3464
19 H 0.1917
20 H 0.3583
21 H 0.4650
22 H 0.4694
23 H 0.3464
24 H 0.4295
25 H 0.4065
26 H 0.4377
27 H 0.4570
28 H 0.2975
29 H -0.0977
30 H 0.4918
31 H 0.3906
32 H 0.3632
33 H 0.4868
34 H 0.2056
35 H 0.3324
36 H 0.2941
37 H 0.3132
38 H 0.4605
39 H 0.3446
40 H 0.4773
41 H 0.4265
42 H 0.2880
43 H 0.3182
44 H 0.2377
45 H 0.4019


Formula: C12H28Cl2N4O4Zn
Source: OMol25
Level of theory: the ωB97M-V functional and the def2-TZVPD basis

```
51
C12H28Cl2N4O4Zn | OMol25 | the ωB97M-V functional and the def2-TZVPD basis
Zn -14.75 14.32 3.01
Cl -13.21 12.21 5.85
Cl -13.43 13.17 -0.34
O -16.87 17.43 0.67
O -11.86 17.46 3.56
O -18.18 11.55 2.40
O -17.80 16.19 6.43
N -10.15 18.93 3.23
N -18.79 16.05 8.39
N -19.19 9.72 1.56
N -18.20 18.16 -0.91
C -11.21 18.42 3.93
C -18.82 16.87 -1.16
C -18.97 10.01 4.00
C -18.88 16.33 7.07
C -16.27 19.55 -0.20
C -20.14 16.92 6.49
C -17.15 18.31 -0.11
C -18.79 10.49 2.57
C -19.87 16.14 9.40
C -19.09 10.02 0.21
C -9.67 18.45 1.95
C -11.57 19.16 5.19
H -9.83 19.17 1.14
H -11.70 18.42 5.98
H -20.03 17.32 5.49
H -18.61 18.85 -1.52
H -16.78 20.50 -0.02
H -18.00 9.85 4.46
H -20.82 16.06 6.52
H -19.56 11.00 0.05
H -17.87 15.80 8.71
H -20.65 17.64 7.14
H -9.45 19.40 3.78
H -19.93 17.07 9.96
H -10.17 17.50 1.73
H -8.63 18.14 1.85
H -19.81 16.92 -1.63
H -19.55 8.80 1.76
H -19.54 9.09 4.09
H -15.54 19.58 0.60
H -19.73 15.40 10.18
H -18.19 16.36 -1.89
H -19.39 10.80 4.61
H -20.82 15.93 8.91
H -15.61 19.58 -1.07
H -18.91 16.27 -0.26
H -12.58 19.58 5.08
H -10.93 19.94 5.60
H -18.06 9.96 -0.15
H -19.58 9.26 -0.40
```

LUMO   -0.1794 hartree
Net charge   0
Total energy   -100506.482 eV
HOMO-LUMO gap   3.7653 eV

Quick look at the Mulliken charges, all values in e:
1 Zn 0.9097
2 Cl -0.4555
3 Cl -0.4490
4 O -0.6145
5 O -0.6256
6 O -0.6479
7 O -0.6786
8 N -0.2047
9 N -0.1519
10 N -0.1730
11 N -0.1964
12 C 0.6334
13 C -0.8352
14 C -0.8978
15 C 0.7291
16 C -1.0603
17 C -1.1254
18 C 0.6846
19 C 0.6356
20 C -0.8277
21 C -0.8618
22 C -0.8844
23 C -0.9473
24 H 0.2698
25 H 0.3002
26 H 0.2633
27 H 0.2302
28 H 0.3309
29 H 0.2629
30 H 0.3321
31 H 0.2613
32 H 0.2487
33 H 0.3425
34 H 0.2558
35 H 0.2747
36 H 0.3048
37 H 0.3286
38 H 0.3147
39 H 0.2399
40 H 0.2965
41 H 0.2943
42 H 0.3102
43 H 0.2900
44 H 0.2579
45 H 0.2839
46 H 0.2909
47 H 0.2709
48 H 0.2482
49 H 0.3159
50 H 0.2899
51 H 0.3354


Formula: C12H28ClN4O4Pt
Source: OMol25
Level of theory: the ωB97M-V functional and the def2-TZVPD basis

```
50
C12H28ClN4O4Pt | OMol25 | the ωB97M-V functional and the def2-TZVPD basis
Pt 0.07 18.43 -0.08
Cl -2.47 18.32 -0.16
O -5.62 15.36 -3.54
O -2.72 16.14 5.77
O -4.76 23.11 -1.71
O 0.46 16.92 -1.66
N -2.39 15.46 3.75
N -0.40 15.81 -3.36
N -4.76 16.85 -5.00
N -3.44 21.57 -0.73
C -5.39 20.83 -1.88
C -2.75 15.30 2.31
C -5.10 17.40 -2.62
C 1.64 15.02 -2.36
C -5.23 16.48 -3.77
C -3.35 17.72 4.14
C -1.63 16.55 -3.59
C 0.49 15.99 -2.42
C -4.68 16.02 -6.20
C -4.48 21.97 -1.44
C -2.51 22.38 -0.04
C -2.83 16.37 4.58
H -2.83 23.41 0.05
H -2.44 16.10 1.64
H -2.15 17.08 -2.79
H -2.43 14.30 2.02
H -5.15 19.90 -1.37
H -0.10 15.13 -4.05
H 1.50 14.32 -3.18
H -4.44 15.03 -5.82
H -4.43 17.81 4.08
H -3.23 20.58 -0.68
H -3.87 16.30 -6.88
H -5.24 20.60 -2.93
H -3.84 15.33 2.33
H -5.58 15.97 -6.82
H -4.47 16.93 -1.86
H 2.48 15.70 -2.51
H -2.32 21.92 0.94
H -1.57 22.33 -0.57
H 1.62 14.53 -1.39
H -1.47 17.38 -4.28
H -2.34 15.88 -4.08
H -3.00 18.50 4.82
H -1.99 14.61 4.10
H -6.44 21.09 -1.74
H -2.90 17.88 3.16
H -6.10 17.62 -2.27
H -4.64 17.84 -5.16
H -4.71 18.32 -3.05
```

LUMO (alpha / beta)   -0.2272 / -0.3794 hartree
Net charge   +2
Total energy   -42797.011 eV
HOMO-LUMO gap (alpha / beta)   7.4980 / 3.3387 eV
Multiplicity   4

Quick look at the Mulliken charges, all values in e:
1 Pt 0.9336
2 Cl -0.8579
3 O -0.6215
4 O -0.1792
5 O -0.1825
6 O -0.7058
7 N -0.1719
8 N -0.1004
9 N -0.1863
10 N 0.1279
11 C -0.8643
12 C -0.6826
13 C -0.5581
14 C -0.9152
15 C 0.4879
16 C -0.7729
17 C -0.5805
18 C 0.5142
19 C -0.9189
20 C 0.8726
21 C -0.8695
22 C 0.7749
23 H 0.3590
24 H 0.1004
25 H -0.0040
26 H 0.3427
27 H 0.1895
28 H 0.2416
29 H 0.2837
30 H 0.3118
31 H 0.3022
32 H 0.0044
33 H 0.3333
34 H 0.3186
35 H 0.3789
36 H 0.3339
37 H 0.0771
38 H 0.2904
39 H 0.2569
40 H 0.3446
41 H 0.2816
42 H 0.3221
43 H 0.3314
44 H 0.3588
45 H 0.3042
46 H 0.4323
47 H 0.2270
48 H 0.4890
49 H 0.1970
50 H 0.0476


Formula: C12H28ClNO4P
Source: OMol25
Level of theory: the ωB97M-V functional and the def2-TZVPD basis

```
47
C12H28ClNO4P | OMol25 | the ωB97M-V functional and the def2-TZVPD basis
Cl 1.96 -1.88 0.16
P 2.51 -0.89 -1.64
O 5.10 -0.62 -3.59
O 3.06 -0.19 -3.17
O 2.54 2.05 2.62
O 3.94 -0.30 -0.79
N 3.97 -1.06 -3.64
C -3.30 -1.81 0.11
C 2.84 0.85 3.47
C -1.81 -2.02 -0.56
C -3.38 -0.67 1.28
C 1.15 1.82 2.19
C 0.63 2.81 1.00
C -3.12 0.88 0.73
C -0.38 -0.59 -2.41
C 0.93 -1.62 -2.45
C -1.76 -1.47 -2.13
C -1.01 2.67 0.67
C -1.60 1.28 1.32
H 1.10 0.68 1.83
H -3.90 1.58 1.27
H 1.85 0.34 -1.25
H 3.56 1.10 4.37
H -1.16 2.71 -0.50
H -2.70 -0.81 -2.39
H -0.42 -0.04 -3.46
H -3.17 0.93 -0.44
H -0.31 0.20 -1.55
H 1.82 0.47 3.96
H 0.55 -2.62 -1.92
H 1.12 -1.91 -3.59
H -0.90 0.39 0.94
H -3.60 -2.85 0.62
H 0.77 3.92 1.37
H 3.71 -0.25 0.19
H -4.12 -1.61 -0.71
H -2.59 -0.90 2.14
H 1.19 2.70 -0.03
H 3.23 -0.07 2.81
H -1.66 1.30 2.51
H 3.26 -2.09 -2.01
H -1.64 -3.20 -0.64
H 0.44 1.96 3.11
H -1.59 3.59 1.14
H -4.44 -0.74 1.82
H -1.74 -2.42 -2.84
H -0.92 -1.61 0.08
```

LUMO   0.1110 hartree
Net charge   -1
Total energy   -44382.552 eV
HOMO-LUMO gap   8.1672 eV

Quick look at the Mulliken charges, all values in e:
1 Cl -0.4487
2 P 1.1735
3 O -0.3816
4 O -0.2847
5 O -0.4546
6 O -0.6890
7 N 0.1046
8 C -0.7755
9 C -0.5104
10 C -0.0191
11 C -0.6742
12 C -0.1687
13 C -0.5236
14 C -0.4042
15 C 0.0943
16 C -0.9529
17 C -0.8841
18 C -0.5755
19 C 0.0276
20 H 0.2468
21 H 0.3314
22 H -0.5088
23 H 0.2641
24 H 0.1980
25 H 0.3496
26 H 0.3113
27 H 0.2212
28 H -0.2234
29 H 0.2583
30 H 0.3394
31 H 0.2448
32 H -0.3558
33 H 0.2840
34 H 0.2703
35 H 0.2606
36 H 0.3202
37 H 0.2842
38 H 0.2095
39 H 0.1773
40 H 0.3273
41 H 0.0446
42 H 0.3906
43 H 0.2395
44 H 0.3494
45 H 0.3290
46 H 0.2872
47 H -0.1037


Formula: C12H28N2O8P
Source: OMol25
Level of theory: the ωB97M-V functional and the def2-TZVPD basis

```
51
C12H28N2O8P | OMol25 | the ωB97M-V functional and the def2-TZVPD basis
P 3.78 0.29 0.15
O -1.36 -1.92 -3.53
O -1.36 -1.17 -1.40
O 0.51 -1.86 -2.27
O -5.67 4.41 -0.72
O -3.60 4.21 -1.28
O -4.76 2.34 -0.76
O 3.66 -0.58 -1.21
O 2.56 1.34 -0.13
N 2.05 -1.95 0.86
N 5.38 -1.18 2.50
C 2.48 -0.26 2.65
C 4.30 -1.81 1.81
C 0.11 -0.75 1.89
C 1.21 -2.39 -3.41
C 1.07 0.32 2.46
C -0.81 -1.67 -2.50
C -2.46 3.39 -1.54
C -4.69 3.54 -0.90
C 3.06 -0.94 1.41
C -6.92 3.83 -0.32
C 0.76 -2.09 1.63
C -2.77 -0.89 -1.52
H 5.86 -0.47 1.97
H 2.77 -0.82 -1.52
H 1.08 1.17 1.79
H 5.15 -0.85 3.43
H 0.99 -2.63 2.55
H 0.71 0.67 3.42
H 3.18 0.50 2.99
H -2.66 2.70 -2.36
H 2.25 -2.49 -3.09
H -2.17 2.83 -0.65
H -2.95 -0.15 -2.30
H 3.91 -2.62 2.44
H -1.66 4.08 -1.83
H 1.15 -1.71 -4.25
H 4.69 -2.27 0.89
H 2.43 -1.00 3.45
H -3.07 -0.48 -0.56
H -7.28 3.14 -1.08
H 0.10 -2.72 1.04
H -0.34 -0.40 0.96
H 0.83 -3.37 -3.69
H -0.71 -0.92 2.59
H 2.51 -2.86 0.86
H -6.81 3.30 0.63
H 1.81 -1.75 -0.12
H -3.32 -1.80 -1.74
H -7.60 4.66 -0.21
H 2.59 2.07 0.51
```

LUMO   -0.0990 hartree
Net charge   +1
Total energy   -41542.288 eV
HOMO-LUMO gap   9.8147 eV

Quick look at the Mulliken charges, all values in e:
1 P 0.0358
2 O -0.5288
3 O -0.1463
4 O -0.2642
5 O -0.3263
6 O -0.3129
7 O -0.5502
8 O -0.3958
9 O -0.4618
10 N 0.2395
11 N -0.5320
12 C -1.7997
13 C -1.5020
14 C -0.1501
15 C -0.7648
16 C -0.5670
17 C 0.5569
18 C -0.5610
19 C 0.7995
20 C 1.6547
21 C -0.6161
22 C -0.8825
23 C -0.7244
24 H 0.2996
25 H 0.2394
26 H 0.2000
27 H 0.2485
28 H 0.3920
29 H 0.3986
30 H 0.5790
31 H 0.2623
32 H 0.2550
33 H 0.2394
34 H 0.2954
35 H 0.5722
36 H 0.2591
37 H 0.3478
38 H 0.5284
39 H 0.3653
40 H 0.2373
41 H 0.2972
42 H 0.4824
43 H -0.0076
44 H 0.3437
45 H 0.4183
46 H 0.3960
47 H 0.2918
48 H -0.0411
49 H 0.3571
50 H 0.2190
51 H 0.3235